(1)
DFT (ωB97M-V/def2-TZVPD) results for C19H33F6NO2P2Pt as an isolated structure.

ORCA input file:
```
! wB97M-V def2-TZVPD RIJCOSX def2/J DEFGRID3
* xyz 0 5
Pt -0.114 -0.896 -0.415
P 2.175 -0.807 -0.529
P -2.497 -0.417 -0.366
N 0.064 0.392 -1.799
H 0.696 -2.020 0.690
C 2.728 -2.167 -1.567
H 3.822 -2.161 -1.566
H 2.356 -2.023 -2.586
H 2.364 -3.124 -1.181
C 3.000 -0.894 1.051
H 4.055 -1.105 0.867
H 2.581 -1.674 1.685
H 2.887 0.058 1.570
C 2.875 0.702 -1.228
H 3.967 0.610 -1.224
H 2.575 1.551 -0.600
H 2.520 0.855 -2.250
C -3.504 -1.734 -1.159
H -4.587 -1.578 -1.050
H -3.229 -2.696 -0.709
H -3.253 -1.755 -2.227
C -3.116 -0.247 1.351
H -4.200 -0.061 1.374
H -2.588 0.580 1.846
H -2.890 -1.183 1.877
C -3.053 1.134 -1.210
H -4.117 1.358 -1.014
H -2.906 1.032 -2.295
H -2.442 1.977 -0.854
C -0.054 1.227 -2.812
C -0.174 1.711 -5.237
C -0.152 0.807 -4.190
C -0.063 2.661 -2.608
C -0.100 3.558 -3.674
C -0.149 3.092 -4.993
H -0.208 1.352 -6.266
H -0.185 -0.279 -4.368
H -0.019 3.014 -1.579
H -0.085 4.623 -3.474
H -0.162 3.807 -5.830
C -0.069 -3.019 1.209
O -1.161 -2.447 0.577
C 0.287 -4.357 0.598
H 0.433 -5.122 1.358
H 1.203 -4.303 -0.001
H -0.514 -4.717 -0.045
C -0.215 -3.000 2.712
H -1.214 -3.356 3.000
H -0.099 -1.991 3.115
H 0.488 -3.673 3.208
C -0.973 1.973 3.326
C 0.358 1.540 2.723
O 0.297 0.563 1.821
C 0.975 2.853 2.061
F 1.035 3.893 2.939
F 2.213 2.686 1.526
F 0.148 3.245 1.042
C 1.272 1.065 3.953
F 1.197 1.904 5.030
F 0.832 -0.154 4.375
F 2.588 0.924 3.636
H -1.604 2.403 2.541
H -0.816 2.713 4.115
H -1.482 1.092 3.733
*
```

Calculated values
**F_max**: 3.1 eV Å⁻¹
**HOMO-LUMO gap (alpha / beta)**: 6.1 / 5.8 eV
**DFT total energy**: -2350.0437 Eh

Atom charges from the Löwdin analysis, given in e for atoms 1 to 4:
1. Pt 0.91
2. P 0.68
3. P 0.75
4. N -0.13

=====

(2)
DFT (ωB97M-V/def2-TZVPD) results for C19H33N3O6STi as an isolated structure.

ORCA input file:
```
! wB97M-V def2-TZVPD RIJCOSX def2/J DEFGRID3
* xyz 3 2
Ti 0.177 0.023 -0.393
C 1.258 -1.485 2.448
C -0.129 -1.711 3.012
O -0.958 -1.538 1.892
C -2.347 -1.730 2.024
C -2.917 -1.198 0.708
O -1.978 -1.382 -0.360
C -1.782 -2.754 -0.704
C -0.469 -2.839 -1.430
O 0.520 -2.207 -0.577
C 1.878 -2.647 -0.805
C 2.483 -1.753 -1.859
O 1.960 -0.449 -1.573
C 2.790 0.581 -0.956
C 1.670 1.524 -0.609
O -0.657 1.085 0.727
C -0.304 1.473 2.044
C 1.078 0.903 2.372
O 1.282 -0.303 1.594
H 1.530 -2.324 1.818
H 2.011 -1.363 3.225
H -0.386 -1.005 3.810
H -0.190 -2.723 3.427
H -2.760 -1.162 2.864
H -2.580 -2.786 2.191
H -3.074 -0.123 0.772
H -3.863 -1.684 0.460
H -2.595 -3.110 -1.341
H -1.738 -3.366 0.198
H -0.502 -2.324 -2.394
H -0.195 -3.882 -1.591
H 1.887 -3.701 -1.078
H 2.407 -2.525 0.137
H 2.161 -2.016 -2.867
H 3.572 -1.750 -1.825
H 3.528 0.942 -1.675
H 3.297 0.165 -0.085
H 1.372 2.132 -1.462
H 1.837 2.175 0.240
H -1.074 1.097 2.721
H -0.287 2.562 2.116
H 1.165 0.676 3.433
H 1.878 1.592 2.118
C 1.060 1.208 -3.983
C -0.318 1.019 -3.452
N -0.755 0.611 -2.249
C -2.150 0.671 -2.306
C -2.537 1.090 -3.527
N -1.373 1.299 -4.227
H 1.797 0.683 -3.394
H 1.314 2.270 -4.003
H 1.111 0.839 -5.007
H -2.764 0.396 -1.473
H -3.511 1.233 -3.960
H -1.307 1.590 -5.191
S -3.351 7.851 -1.310
C -4.435 6.834 -0.590
C -3.914 5.489 -0.526
N -2.695 5.326 -1.044
C -2.253 6.472 -1.501
H -5.400 7.162 -0.225
H -4.459 4.662 -0.091
H -1.285 6.606 -1.967
*
```

Calculated values
**F_max**: 0.5 eV Å⁻¹
**HOMO-LUMO gap (alpha / beta)**: 8.2 / 4.9 eV
**DFT total energy**: -2606.1713 Eh

Atom charges from the Löwdin analysis, given in e for atoms 1 to 4:
1. Ti 1.25
2. C -0.09
3. C -0.14
4. O -0.19

=====

(3)
DFT (ωB97M-V/def2-TZVPD) results for C19H33N3OSiZr as an isolated structure.

ORCA input file:
```
! wB97M-V def2-TZVPD RIJCOSX def2/J DEFGRID3
* xyz 2 1
Zr -0.646 -0.439 0.657
C -1.613 -1.381 -1.992
N -0.770 -0.254 -1.509
C 0.572 -0.305 -2.132
C -1.448 1.045 -1.788
C -2.523 1.346 -0.753
C -3.608 2.134 -1.101
C -4.543 2.483 -0.136
C -4.406 2.032 1.170
C -3.334 1.223 1.513
C -2.362 0.871 0.569
H -1.750 -1.315 -3.073
H -2.589 -1.339 -1.508
H -1.143 -2.333 -1.753
H 0.511 -0.169 -3.214
H 1.035 -1.275 -1.941
H 1.206 0.491 -1.736
H -1.876 1.033 -2.793
H -0.698 1.839 -1.765
H -3.732 2.471 -2.123
H -5.389 3.103 -0.403
H -5.141 2.300 1.917
H -3.272 0.860 2.533
C -2.811 -6.338 0.845
Si -2.780 -4.964 2.112
C -4.450 -4.141 2.403
C -1.917 -5.482 3.698
C -1.817 -3.472 1.470
C -1.296 -2.419 1.117
H -3.372 -7.183 1.250
H -1.807 -6.693 0.607
H -3.294 -6.034 -0.084
H -5.176 -4.829 2.840
H -4.865 -3.770 1.464
H -4.343 -3.290 3.079
H -2.350 -6.412 4.071
H -2.023 -4.731 4.483
H -0.852 -5.660 3.538
C 2.582 2.538 1.787
N 1.858 2.041 2.958
C 1.885 2.923 4.126
C 1.080 0.974 2.866
O 0.743 0.536 1.679
N 0.601 0.354 3.945
C -0.514 -0.571 3.793
C 1.325 0.260 5.218
H 2.062 3.391 1.347
H 2.685 1.756 1.042
H 3.575 2.855 2.098
H 1.916 3.949 3.767
H 2.763 2.758 4.748
H 0.983 2.797 4.720
H -1.327 -0.115 3.214
H -0.915 -0.785 4.780
H -0.210 -1.522 3.347
H 2.336 0.638 5.119
H 1.393 -0.791 5.497
H 0.805 0.797 6.011
*
```

Calculated values
**F_max**: 1.2 eV Å⁻¹
**HOMO-LUMO gap**: 8.3 eV
**DFT total energy**: -1319.3079 Eh

Atom charges from the Löwdin analysis, given in e for atoms 1 to 4:
1. Zr 1.73
2. C -0.05
3. N -0.43
4. C -0.05

=====

(4)
DFT (ωB97M-V/def2-TZVPD) results for a 9-piece molecular cluster, C19H33N7O14 overall.

ORCA input file:
```
! wB97M-V def2-TZVPD RIJCOSX def2/J DEFGRID3
* xyz 1 2
C 1.394 18.685 -29.498
N 0.190 19.503 -29.798
O -0.877 18.947 -29.658
O 0.333 20.656 -30.133
H 2.130 19.338 -29.030
H 1.744 18.260 -30.438
H 1.214 17.788 -28.906
C 3.577 15.302 -30.392
N 3.926 14.291 -31.423
O 4.245 13.147 -31.034
O 4.111 14.709 -32.561
H 3.822 15.044 -29.362
H 2.522 15.416 -30.639
H 4.102 16.208 -30.697
C 1.274 15.862 -24.890
N 1.140 16.019 -26.380
O 1.520 15.127 -27.154
O 0.712 17.098 -26.724
H 2.182 16.374 -24.572
H 1.380 14.813 -24.615
H 0.379 16.361 -24.518
C 5.158 18.993 -32.451
N 5.227 18.598 -33.808
O 5.174 19.508 -34.631
O 5.598 17.454 -34.127
H 4.112 18.841 -32.182
H 5.441 20.045 -32.420
H 5.811 18.376 -31.834
C 1.638 19.073 -35.089
N 1.676 19.021 -33.638
O 1.660 20.045 -33.028
O 1.680 17.897 -33.195
H 1.940 18.068 -35.384
H 2.347 19.817 -35.451
H 0.602 19.269 -35.367
C -3.659 20.800 -29.028
N -4.375 21.166 -30.294
O -3.733 21.164 -31.345
O -5.538 21.485 -30.138
H -4.388 20.744 -28.220
H -3.036 21.672 -28.826
H -3.097 19.879 -29.186
C -0.440 22.989 -32.208
N -0.604 23.142 -33.757
O 0.075 22.407 -34.442
O -1.231 24.089 -34.143
H -0.962 22.076 -31.921
H -0.790 23.897 -31.718
H 0.617 23.088 -31.962
C -0.176 12.452 -30.082
C -0.149 12.257 -31.418
C -0.056 13.304 -32.349
C -0.105 14.606 -31.840
C -0.228 14.829 -30.477
C -0.197 13.750 -29.616
H -0.294 11.631 -29.389
H -0.073 11.200 -31.623
H 0.072 13.109 -33.403
H -0.180 15.443 -32.518
H -0.329 15.850 -30.138
H -0.136 13.927 -28.553
C 3.990 22.522 -32.803
C 5.263 22.788 -33.319
C 6.346 22.626 -32.422
C 6.185 22.170 -31.126
C 4.954 21.855 -30.683
C 3.840 21.943 -31.525
H 3.104 22.724 -33.387
H 5.292 23.177 -34.326
H 7.339 22.818 -32.803
H 7.048 22.085 -30.482
H 4.775 21.435 -29.704
H 2.894 21.756 -31.038
*
```

Calculated values
**F_max**: 5.3 eV Å⁻¹
**HOMO-LUMO gap (alpha / beta)**: 6.2 / 1.9 eV
**DFT total energy**: -2179.3644 Eh

Atom charges from the Löwdin analysis, given in e for atoms 1 to 4:
1. C 0.04
2. N -0.42
3. O 0.09
4. O 0.04

=====

(5)
DFT (ωB97M-V/def2-TZVPD) results for C19H33O12PS as an isolated structure.

ORCA input file:
```
! wB97M-V def2-TZVPD RIJCOSX def2/J DEFGRID3
* xyz 0 1
C 5.601 0.072 0.902
C 4.371 0.547 0.765
C 3.934 1.336 -0.436
O 2.507 1.502 -0.551
S 1.675 0.117 -0.674
O 1.296 -0.035 -2.064
O 0.398 0.748 0.086
P -0.641 -0.335 0.900
C -1.378 -1.340 -0.467
C -1.743 -2.744 0.066
C -2.007 0.827 1.246
C -2.256 1.944 0.216
H 6.240 -0.123 0.047
H 5.990 -0.122 1.892
H 3.632 0.394 1.547
H 4.336 0.921 -1.367
H 4.311 2.352 -0.334
H -2.292 -0.864 -0.826
H -0.697 -1.415 -1.316
H -1.148 -2.994 0.948
H -2.789 -2.789 0.369
H -1.544 -3.511 -0.681
H -1.820 1.248 2.233
H -2.886 0.181 1.330
H -1.641 1.816 -0.674
H -2.003 2.914 0.640
H -3.300 1.967 -0.086
C -1.879 1.561 -5.392
C -2.712 1.652 -4.142
C -2.528 0.543 -3.130
O -3.808 0.513 -2.483
C -4.727 0.963 -3.370
O -5.905 0.888 -3.214
O -4.120 1.509 -4.442
H -0.861 1.889 -5.183
H -1.847 0.538 -5.768
H -2.298 2.198 -6.170
H -2.586 2.626 -3.659
H -1.744 0.727 -2.404
H -2.362 -0.422 -3.615
C -7.523 1.647 0.186
C -6.797 1.235 1.438
C -7.382 1.715 2.750
O -6.226 1.780 3.594
C -5.150 2.003 2.803
O -4.068 2.297 3.201
O -5.484 1.840 1.502
H -8.403 1.020 0.042
H -7.840 2.690 0.244
H -6.880 1.529 -0.682
H -6.653 0.151 1.464
H -8.118 1.048 3.189
H -7.799 2.721 2.656
C 9.605 -1.995 2.708
C 8.569 -3.079 2.563
C 8.646 -3.922 1.306
O 7.283 -4.319 1.127
C 6.497 -3.361 1.681
O 5.323 -3.281 1.538
O 7.251 -2.511 2.423
H 10.553 -2.423 3.033
H 9.761 -1.474 1.762
H 9.283 -1.264 3.448
H 8.552 -3.721 3.448
H 9.278 -4.802 1.391
H 8.953 -3.325 0.444
*
```

Calculated values
**F_max**: 0.8 eV Å⁻¹
**HOMO-LUMO gap**: 9.1 eV
**DFT total energy**: -2386.1964 Eh

Atom charges from the Löwdin analysis, given in e for atoms 1 to 4:
1. C 0.01
2. C -0.17
3. C -0.24
4. O -0.33

=====

(6)
DFT (ωB97M-V/def2-TZVPD) results for C19H34AsO9PRuS5 as an isolated structure.

ORCA input file:
```
! wB97M-V def2-TZVPD RIJCOSX def2/J DEFGRID3
* xyz -1 2
Ru -0.357 0.093 0.193
O 1.493 -1.912 -1.276
S 0.191 -2.497 -1.554
O 0.097 -3.934 -1.411
O -0.893 -1.815 -0.780
C 0.030 -2.183 -3.317
C 0.143 -3.287 -4.143
C 0.327 -3.126 -5.512
C 0.422 -1.858 -6.052
C 0.278 -0.744 -5.233
C 0.066 -0.899 -3.876
S -0.507 0.544 -2.987
O 0.306 0.759 -1.758
O -0.315 1.672 -3.880
O -1.874 0.172 -2.721
H 0.119 -4.268 -3.691
H 0.413 -3.998 -6.147
H 0.589 -1.728 -7.114
H 0.294 0.259 -5.636
C -0.607 3.336 3.493
C -0.706 2.088 2.658
S -0.114 2.169 1.059
C -1.235 0.927 3.152
C -1.778 0.833 4.554
S -1.317 -0.477 2.188
H -0.114 4.128 2.932
H -0.029 3.156 4.404
H -1.597 3.690 3.794
H -2.702 1.409 4.649
H -1.070 1.226 5.289
H -1.997 -0.204 4.805
C 1.352 -3.685 2.767
C 1.319 -2.969 1.434
O 2.082 -1.759 1.533
P 1.620 -0.302 1.043
O 2.772 0.238 0.090
C 4.150 -0.070 0.319
C 4.579 -1.267 -0.508
O 2.052 0.498 2.392
C 1.873 -0.017 3.707
C 3.191 -0.513 4.266
H 0.841 -4.644 2.668
H 0.840 -3.109 3.539
H 2.379 -3.869 3.087
H 0.292 -2.735 1.153
H 1.760 -3.576 0.645
H 4.319 -0.238 1.386
H 4.703 0.825 0.028
H 4.175 -2.188 -0.092
H 5.670 -1.332 -0.533
H 4.192 -1.170 -1.521
H 1.126 -0.810 3.715
H 1.480 0.808 4.309
H 3.550 -1.364 3.688
H 3.065 -0.824 5.305
H 3.943 0.277 4.227
C -2.287 3.567 -1.842
As -3.754 2.405 -1.395
C -5.124 3.609 -0.736
C -4.477 1.812 -3.080
S -3.296 0.980 0.050
H -2.651 4.534 -2.190
H -1.694 3.090 -2.623
H -1.669 3.690 -0.954
H -5.394 4.332 -1.507
H -4.739 4.125 0.142
H -5.995 3.023 -0.450
H -4.673 2.677 -3.715
H -5.396 1.255 -2.904
H -3.732 1.160 -3.525
*
```

Calculated values
**F_max**: 0.8 eV Å⁻¹
**HOMO-LUMO gap (alpha / beta)**: 6.7 / 6.5 eV
**DFT total energy**: -6084.7412 Eh

Atom charges from the Löwdin analysis, given in e for atoms 1 to 4:
1. Ru 0.49
2. O -0.34
3. S 0.49
4. O -0.32

=====

(7)
DFT (ωB97M-V/def2-TZVPD) results for C19H34Cl2NO3PSi2 as an isolated structure.

ORCA input file:
```
! wB97M-V def2-TZVPD RIJCOSX def2/J DEFGRID3
* xyz 0 1
C -4.237 0.348 3.742
C -2.606 0.656 3.913
P -1.674 -0.326 2.513
C 0.213 0.117 2.617
Si -2.541 0.291 0.586
O -1.335 0.972 -0.552
Si -2.186 2.337 -1.271
C -1.155 3.363 -2.534
C -0.364 2.449 -3.668
C -1.417 1.707 -4.734
O 0.538 3.258 -4.502
C 1.909 3.300 -3.970
C 2.629 1.869 -4.324
C 2.146 1.122 -5.723
C 2.822 -0.337 -6.066
C 3.914 -0.946 -4.982
C 4.409 -0.181 -3.613
C 3.734 1.282 -3.265
C -3.658 -1.065 -0.215
Cl -5.277 -0.533 -0.983
C -3.278 -2.503 -0.251
C -1.866 -3.107 0.346
Cl -4.512 -3.694 -1.031
H -4.728 0.014 4.777
H -4.757 1.292 3.286
H -4.450 -0.553 3.001
H -2.306 0.160 4.943
H -2.358 1.800 3.905
H 0.484 0.174 3.770
H 0.485 1.103 2.048
H 0.776 -0.842 2.207
H -3.444 1.431 0.889
H -2.642 3.254 -0.200
H -3.364 1.826 -1.959
H -1.775 4.169 -3.115
H -0.310 3.942 -1.944
H 0.149 1.575 -3.082
H -0.727 1.030 -5.433
H -1.908 2.499 -5.454
H -2.180 0.996 -4.203
H 1.913 3.592 -2.837
H 2.469 4.167 -4.567
H 1.342 1.622 -6.447
H 2.484 -0.881 -7.058
H 4.353 -2.016 -5.245
H 5.186 -0.599 -2.831
H 3.993 1.930 -2.299
H -0.913 -2.672 -0.206
H -1.873 -4.271 0.087
H -1.775 -3.043 1.522
C 1.997 -3.485 4.171
O 1.338 -3.039 3.241
N 2.434 -2.762 5.260
C 3.213 -3.365 6.323
C 2.105 -1.355 5.347
H 2.302 -4.544 4.205
H 2.669 -3.255 7.266
H 4.175 -2.850 6.392
H 3.387 -4.427 6.130
H 1.017 -1.243 5.343
H 2.516 -0.839 4.474
H 2.517 -0.917 6.261
*
```

Calculated values
**F_max**: 5.0 eV Å⁻¹
**HOMO-LUMO gap**: 8.2 eV
**DFT total energy**: -2865.1440 Eh

Atom charges from the Löwdin analysis, given in e for atoms 1 to 4:
1. C -0.21
2. C -0.46
3. P 0.75
4. C -0.34